[1]
ORCA calculation (ωB97M-V/def2-TZVPD) on one molecule with the formula C5H10O in a non-equilibrium geometry.

SMILES   OCC1CCC1
E_HOMO   -10.125 eV
ΔE to the lowest compared entry with this formula, charge and spin   122.0 kJ/mol
E   -271.706157 hartree
Frontier orbital gap   11.1 eV
Net charge   0
LUMO energy   0.0348 Ha

```
16
Properties=species:S:1:pos:R:3:nbo_charge:R:1
O 2.5100 -0.5095 -0.1870 -0.719
C -0.5987 -1.1684 0.1310 -0.390
C 1.5560 0.4244 0.2013 -0.043
C -0.9861 0.9343 -0.0389 -0.405
C 0.1975 0.0408 -0.3764 -0.233
C -1.8920 -0.3040 -0.0371 -0.394
H -2.2711 -0.4907 -1.0643 0.198
H -0.5590 -2.1086 -0.4023 0.207
H -0.8835 1.4638 0.9062 0.201
H 1.4754 0.4787 1.3072 0.146
H -2.6859 -0.3793 0.6872 0.206
H 3.4157 -0.1655 0.0680 0.471
H -1.1402 1.7314 -0.7648 0.203
H 0.3849 -0.0681 -1.4762 0.203
H 1.8440 1.4707 -0.1321 0.153
H -0.3671 -1.3501 1.1781 0.195
```

---

[2]
ORCA calculation (ωB97M-V/def2-TZVPD) on one molecule with the formula C4H9NO in a non-equilibrium geometry.

SMILES   C=C(CC)ON
E_HOMO   -8.762 eV
ΔE to the lowest compared entry with this formula, charge and spin   385.5 kJ/mol
E   -287.685626 hartree
Frontier orbital gap   9.8 eV
Net charge   0
LUMO energy   0.0383 Ha

```
15
Properties=species:S:1:pos:R:3:nbo_charge:R:1
O -0.1297 0.0753 -1.5463 -0.391
N -0.8571 -1.2076 -1.5977 -0.535
C 0.2513 -0.4578 0.9089 -0.466
C 1.6693 1.0223 -0.5108 -0.489
C 0.7055 0.1113 -0.4391 0.316
C -0.9369 0.3709 1.4958 -0.616
H -1.6228 -0.8362 -2.1419 0.347
H 1.1036 -0.3136 1.5243 0.219
H -1.2255 1.2745 0.9503 0.213
H -1.8304 -0.3016 1.3280 0.208
H 2.1932 1.3773 0.3799 0.196
H -0.1316 -1.4196 0.7945 0.233
H -0.4950 -1.9057 -2.2443 0.339
H -0.8515 0.7444 2.5025 0.214
H 2.1577 1.4659 -1.4041 0.213
```

---

[3]
ORCA calculation (ωB97M-V/def2-TZVPD) on a 2-piece molecular cluster, Cl2H4Si3 overall in a non-equilibrium geometry.

E_HOMO (alpha / beta)   -7.888 / -7.216 eV
ΔE to the lowest compared entry with this formula, charge and spin   246.8 kJ/mol
E   -1791.173963 hartree
Frontier orbital gap (alpha / beta)   6.6 / 5.7 eV
Net charge   0
LUMO energy (alpha / beta)   -0.0483 / -0.0568 Ha

```
9
Properties=species:S:1:pos:R:3:nbo_charge:R:1
Cl -3.3094 -1.3005 4.4297 -0.451
Cl 0.5508 2.8137 0.5912 -0.407
Si 0.9412 0.7648 0.0355 0.691
Si -1.1474 -0.4130 0.5343 0.088
Si -3.6578 -1.9152 2.5692 0.707
H 1.8915 0.1003 1.0911 -0.153
H -2.4750 0.4250 0.4027 -0.152
H 1.6072 0.6116 -1.2027 -0.159
H -1.1578 -1.3448 -0.7145 -0.164
```

---

[4]
ORCA calculation (ωB97M-V/def2-TZVPD) on C38H32BrN9O8SV as an isolated structure in a non-equilibrium geometry.

E_HOMO (alpha / beta)   -10.114 / -10.478 eV
ΔE to the lowest compared entry with this formula, charge and spin   424.9 kJ/mol
E   -6477.871760 hartree
Frontier orbital gap (alpha / beta)   6.9 / 7.3 eV
Multiplicity   3
Net charge   +1
LUMO energy (alpha / beta)   -0.1178 / -0.1154 Ha

```
90
Properties=species:S:1:pos:R:3:mulliken_spin:R:1
Br 5.7710 4.5156 -2.4727 0.001
V -0.3298 0.2316 -0.4969 1.913
S 0.9555 -4.3390 -2.1486 0.000
O 0.1140 0.8455 1.4304 -0.062
O 2.5741 -2.1634 1.3646 -0.001
O -0.2132 -1.3665 3.6685 0.000
O -0.4830 -0.8659 -2.3025 -0.016
O 2.4020 -1.5019 -0.9012 0.000
O 0.9196 1.2022 -1.2127 0.012
O 2.1943 -4.4812 -1.4565 0.000
O 0.0445 -5.4399 -2.2256 0.000
N -1.5512 -2.5004 0.2398 0.004
N -2.0210 1.6798 -1.0003 0.044
N 1.8641 -1.3278 0.2492 -0.006
N 0.3043 -3.8183 0.7324 -0.001
N -2.0600 -1.2163 -0.1115 0.008
N -0.1157 3.2722 -0.1292 -0.005
N -0.7283 1.2812 3.9701 0.008
N 0.4450 -1.4472 0.3618 -0.034
N 0.0518 -2.9906 -1.5850 0.002
C 4.1709 2.1684 -2.5383 -0.008
C -3.0912 4.9856 1.3433 0.000
C 0.8697 -1.5300 -4.8534 0.004
C 2.0115 1.9403 -1.5252 0.010
C -1.6154 0.4319 3.2396 0.002
C -2.8035 0.9646 2.7800 -0.003
C 3.5693 -0.7187 3.1772 0.002
C -2.3427 -1.7527 2.5706 -0.003
C -3.5447 -1.2100 2.1217 -0.004
C -0.1350 -2.6828 -0.0068 0.032
C -4.7120 2.4465 -0.8221 0.001
C -2.3954 2.7767 -0.2270 0.003
C 1.8931 -4.1687 -4.7855 0.000
C -1.3755 3.6356 0.3029 -0.010
C 3.3393 -0.9748 1.7260 0.002
C -1.7251 4.6847 1.1000 0.003
C 0.0708 -1.9718 -2.4742 0.006
C 2.0319 -3.3697 -5.9139 0.000
C 0.0364 -2.7785 3.6651 0.000
C 1.5343 -2.0662 -5.9474 0.000
C 1.2013 0.4743 1.9267 0.012
C 1.2360 -3.6077 -3.7095 0.000
C 2.0655 3.2684 -1.0881 0.011
C -1.3693 -0.9325 3.1409 0.012
C -3.7788 0.1540 2.2185 -0.002
C 1.4894 0.6140 3.2888 -0.014
C 0.7294 -2.3291 -3.7369 0.002
C -4.3230 1.4777 -1.6902 -0.004
C 2.3266 -0.0796 1.0465 0.016
C 4.2419 3.4769 -2.0942 0.011
C 3.1939 4.0269 -1.3854 -0.009
C 0.9049 3.9349 -0.4208 0.011
C 3.0473 1.4003 -2.2586 0.009
C -4.0750 4.2589 0.7483 0.002
C 2.7550 0.0966 3.8431 -0.002
C -3.7402 3.1538 -0.0796 0.000
C -2.9590 1.1319 -1.7382 0.008
C 0.5839 1.1858 4.1295 0.008
H 0.9670 5.0273 -0.2945 0.001
H -1.1927 1.9078 4.6082 -0.001
H 3.2390 5.0620 -1.0622 0.000
H -2.7073 -0.9364 0.6213 0.016
H -2.9650 2.0301 2.8748 0.002
H -0.9441 5.3114 1.5183 0.000
H 2.2858 -5.1773 -4.7517 0.000
H -4.3045 -1.8674 1.7140 0.001
H 1.6704 -1.4671 -6.8378 0.000
H -2.1647 -2.8175 2.4909 -0.001
H -0.1030 -4.6823 0.3862 0.000
H 1.0005 -2.9074 4.1416 0.000
H 2.7115 0.6779 0.3760 0.001
H -5.1179 4.5331 0.8657 0.000
H 2.9637 0.3339 4.8840 0.000
H 0.4739 -0.5222 -4.8602 0.001
H -0.7314 -3.3021 4.2379 0.000
H 4.9950 1.7435 -3.0972 0.000
H 0.9493 1.6033 5.0657 0.000
H 2.5385 -3.7697 -6.7838 0.000
H 0.0872 -3.1509 2.6441 0.000
H -2.1000 -3.2488 -0.1609 -0.002
H -5.7570 2.7249 -0.7329 0.000
H -2.6214 0.3484 -2.4107 -0.003
H -4.7120 0.5830 1.8798 0.000
H -3.3488 5.8322 1.9691 0.000
H -5.0311 0.9664 -2.3295 0.000
H 4.4504 -1.1351 3.6499 0.000
H -2.5607 -1.2588 -0.9906 0.006
H 1.3157 -3.9069 0.7226 0.000
H 4.2797 -0.9846 1.1791 0.000
H 2.9799 0.3642 -2.5642 0.002
```

---

[5]
ORCA calculation (ωB97M-V/def2-TZVPD) on C25H15AsF6N3O14S6W as an isolated structure.

E_HOMO   -6.100 eV
ΔE to the lowest compared entry with this formula, charge and spin   17.2 kJ/mol
E   -7470.772260 hartree
Frontier orbital gap   5.5 eV
Net charge   -1
LUMO energy   -0.0207 Ha

```
71
Properties=species:S:1:pos:R:3:mulliken_charge:R:1
W 0.1329 -0.1239 0.2599 0.381
As -2.4364 -2.0896 -0.7807 1.282
S 5.4153 4.4222 2.2071 -0.237
S 2.6194 -0.3199 0.1854 -0.321
S 4.7065 0.7270 -2.2438 -0.051
S 0.9897 -2.3495 -1.5172 1.849
S 3.6595 2.0638 1.7548 0.098
S 5.4636 2.8660 -0.3245 -0.155
F -0.4379 1.4103 -2.2728 -0.222
F 0.7056 3.7141 -2.1442 -0.335
F 1.7558 3.3028 -0.3082 -0.149
F 1.7196 1.2687 -2.0853 -0.185
F -0.4047 3.4362 -0.3228 -0.175
F -2.6834 6.3126 -0.8545 -0.346
O -1.2355 -1.4321 0.3197 -0.408
O -3.0751 5.4148 -3.4722 -0.626
O -4.0122 1.2405 -1.9445 -0.875
O 2.2671 -1.5962 6.7808 -0.684
O 2.1295 -2.5210 -2.3509 -0.676
O 0.7041 2.4413 3.3357 -0.625
O -2.5607 -1.0122 -2.1099 -0.645
O -2.0357 0.6837 2.0530 -0.531
O 1.1656 -2.4699 -0.0628 -0.607
O 0.2883 -2.7165 6.8741 -0.697
O 0.5368 1.4375 1.3438 -0.265
O -3.8058 -2.4727 -0.0185 -0.766
O -1.5103 1.0203 -0.0888 0.453
O 0.3153 -0.9995 -1.6580 -0.841
N -3.5188 3.3344 -2.6615 -0.022
N -3.5111 2.8411 -0.4001 0.268
N 0.4527 -0.8650 2.2634 0.486
C -3.5875 1.8838 0.6902 -1.650
C -3.1840 4.6833 -2.5200 0.338
C -3.6860 2.3893 -1.6818 0.526
C -1.8429 -5.7276 -2.6126 -0.587
C 0.7195 0.0537 3.2091 1.469
C -0.5156 -5.7410 -3.0003 -0.652
C 0.8977 -1.6001 4.9132 0.577
C -2.3548 -4.6335 -1.9262 -0.861
C 1.1787 -2.0221 6.3610 0.104
C 0.5901 1.4904 -1.3643 0.906
C 5.5413 -0.7810 -1.6924 -0.778
C -0.1952 -3.5845 -1.9972 0.305
C 0.6621 1.4427 2.6899 -0.243
C -3.1563 4.1520 -0.1429 -0.129
C 0.3143 -4.6702 -2.6915 -0.521
C 3.5601 1.1536 0.2689 -0.397
C 0.9664 -0.2599 4.5162 -1.140
C -1.5377 -3.5553 -1.6222 -0.404
C 0.6619 3.0012 -1.0052 0.304
C 0.5568 -2.5354 3.9404 -1.074
C 4.4362 1.5108 -0.6928 0.699
C 4.8645 3.2010 1.2645 0.024
C 0.3500 -2.1523 2.6352 -0.006
C -2.2891 1.1410 0.9612 1.324
C -3.0126 5.0487 -1.1182 0.454
H -2.9925 4.4132 0.8931 0.368
H -3.3920 -4.6052 -1.6150 0.507
H 5.8580 -1.2920 -2.6008 0.355
H -3.1141 -0.2124 -1.9641 0.481
H 4.8498 -1.4208 -1.1478 0.201
H -3.6226 2.9982 -3.6076 0.242
H 1.3552 -4.6680 -2.9812 0.547
H -4.3448 1.1357 0.4540 0.311
H -0.1145 -6.5885 -3.5399 0.397
H 0.4334 -3.5732 4.2170 0.448
H 6.4131 -0.5433 -1.0869 0.319
H 1.2056 0.5262 5.2186 0.590
H 0.0953 -2.8589 1.8643 0.504
H -2.4864 -6.5658 -2.8445 0.402
H -3.8813 2.3970 1.6025 0.368
```

---

[6]
ORCA calculation (ωB97M-V/def2-TZVPD) on C24H26N4O2PtS as an isolated structure in a non-equilibrium geometry.

E_HOMO (alpha / beta)   -14.518 / -14.518 eV
ΔE to the lowest compared entry with this formula, charge and spin   115.7 kJ/mol
E   -1816.611404 hartree
Frontier orbital gap (alpha / beta)   5.3 / 5.3 eV
Net charge   +2
LUMO energy (alpha / beta)   -0.3376 / -0.3375 Ha

```
58
Properties=species:S:1:pos:R:3:nbo_charge:R:1
Pt 0.1874 -0.4119 -0.2939 1.137
S 0.5284 -2.4782 -1.3075 -0.027
O -1.7051 0.6727 -3.4898 -0.459
O -1.7118 -1.2747 0.5245 -0.645
N -1.5319 -0.2863 -1.3745 -0.541
N 0.1110 1.6016 0.4501 -0.486
N 0.1096 -3.5341 1.1751 -0.404
N -0.6565 -4.7276 -0.6439 -0.386
C 3.7536 1.7315 0.1721 -0.219
C -2.0332 4.5445 1.1711 -0.155
C -3.7080 -1.1217 -1.0402 -0.517
C 1.4786 3.5740 0.5475 -0.233
C -0.5049 -6.0440 -0.0134 -0.418
C -0.9835 2.3576 0.7925 0.189
C -2.3116 -0.9463 -0.5459 0.702
C -0.8807 3.7713 0.8918 -0.082
C -0.0720 -3.6317 -0.1428 0.402
C -3.6656 -0.2969 -2.3428 -0.500
C -3.3081 2.5300 1.4084 -0.149
C 1.3088 2.1940 0.3780 0.202
C 4.7684 0.8724 -0.2120 -0.065
C 4.4812 -0.4021 -0.7290 -0.204
C -2.2227 1.7568 1.1104 -0.251
C -1.2488 -4.7906 -1.9856 -0.416
C 0.3838 4.3623 0.7537 -0.055
C 2.1188 -0.0016 -0.3985 -0.234
C 2.4349 1.3238 0.0527 0.054
C -0.8832 -4.0308 2.1314 -0.412
C -3.2295 3.9398 1.4045 -0.170
C 3.1803 -0.8143 -0.8535 -0.162
C 1.1521 -2.7019 1.7630 -0.412
C -2.2065 0.1266 -2.5650 0.693
H 0.7942 -1.6862 1.9651 0.197
H -0.1772 -6.7444 -0.7811 0.235
H -1.6644 -3.8298 -2.2686 0.219
H 5.7981 1.1950 -0.1329 0.249
H 0.4841 5.4374 0.8332 0.248
H -0.5093 -5.0841 -2.7312 0.228
H -1.4467 -6.4020 0.4023 0.225
H -4.2424 2.0573 1.6827 0.234
H -0.5007 -4.8686 2.7138 0.225
H 2.9689 -1.7902 -1.2673 0.244
H 5.2931 -1.0478 -1.0345 0.253
H -3.9195 -2.1794 -1.2052 0.267
H 4.0131 2.7093 0.5511 0.241
H 2.4576 4.0182 0.4609 0.244
H -4.4267 -0.7573 -0.3067 0.272
H -4.1081 4.5283 1.6294 0.245
H -2.2737 0.6912 1.2168 0.227
H -1.9345 5.6213 1.2169 0.241
H 1.4447 -3.1468 2.7132 0.242
H -4.2510 0.6190 -2.2598 0.271
H 2.0232 -2.6642 1.1154 0.227
H -2.0401 -5.5377 -1.9663 0.233
H -1.7886 -4.3303 1.6127 0.225
H -1.1295 -3.2127 2.8082 0.229
H 0.2501 -6.0071 0.7649 0.226
H -4.0136 -0.8334 -3.2227 0.274
```